# 1
Below is the molecule C3H6BNO2, with properties calculated with the ωB97M-V functional and the def2-TZVPD basis.

Each line ends with the Löwdin charge.
Atoms and positions in Å:
1 H -3.3709 -1.1439 -0.8156  0.08
2 N -0.3590 -0.6827 -0.2918  0.19
3 C 1.4269 0.7660 -0.3565  -0.10
4 C 0.8591 -0.5784 -0.5984  -0.38
5 O 1.6421 -1.3185 -1.4081  0.11
6 H 1.5124 -2.2366 -1.5962  0.11
7 O -2.5253 -0.6896 -0.7738  0.08
8 H -1.6064 -1.9844 1.0434  0.10
9 H -0.1938 1.2108 0.7507  0.08
10 C 0.7526 1.6211 0.3788  0.05
11 H 1.1190 2.6337 0.5087  0.07
12 B -1.5404 -1.3243 -0.0451  -0.48
13 H 2.3888 0.8588 -0.8299  0.10

Electronic energy (eV): -9469.839
LUMO level (eV): 0.45
E_HOMO (eV): -9.441
Energy relative to the best compared isomer or geometry (same formula, charge and spin) (kJ/mol): 199.8
Frontier orbital gap (eV): 9.89
SMILES string: C=C/C(O)=N/BO
Strongest force on any atom (eV/Å): 3.45

# 2
Below is C3H6Br2O2 as an isolated structure, with properties calculated with the ωB97M-V functional and the def2-TZVPD basis.

Each line ends with the Löwdin charge.
Atoms and positions in Å:
1 H 1.6639 0.3615 -1.0622  0.17
2 H -0.7976 1.7862 1.2459  0.10
3 Br -3.2421 1.5455 0.0316  0.38
4 H 1.5102 -1.2193 -0.2375  0.07
5 H 2.3793 0.0368 0.5525  0.08
6 H -1.3653 -1.1265 0.6306  -0.10
7 C -2.6240 -0.0173 -1.0443  -1.00
8 C 1.4791 -0.1922 0.0051  0.04
9 O -0.0116 1.4068 0.8072  0.17
10 H -3.1508 0.0384 -2.0217  -0.09
11 O -0.5535 -0.8627 1.0920  0.09
12 C 0.1849 0.1315 0.7313  -0.37
13 Br -3.1388 -1.7251 -0.0374  0.46

Electronic energy (eV): -147384.255
LUMO level (eV): -0.94
E_HOMO (eV): -6.936
Energy relative to the best compared isomer or geometry (same formula, charge and spin) (kJ/mol): 407.4
Frontier orbital gap (eV): 6.00
Strongest force on any atom (eV/Å): 4.14

# 3
Below is an isolated ion of composition C3H6Br4N2O and charge +2, with properties calculated with the ωB97M-V functional and the def2-TZVPD basis.

Each line ends with the Löwdin charge.
Atoms and positions in Å:
1 Br 1.0328 0.7935 3.1687  0.79
2 H -0.5552 -2.3408 -2.1536  0.18
3 Br -0.0649 0.5102 -2.3760  0.82
4 C 0.8299 0.9445 1.1159  -1.07
5 H -1.0370 -2.6184 -0.5062  0.17
6 Br 2.4796 1.5467 0.2350  0.87
7 C -0.5388 -0.6588 -0.8903  -1.09
8 O 1.0396 -1.4862 0.9419  0.14
9 Br -2.3649 -0.3699 -0.2334  0.86
10 H 0.5459 -2.4417 -1.2171  0.16
11 N -0.3959 -2.1267 -1.1621  0.13
12 H -0.2362 2.2538 -0.2558  0.15
13 N -0.2539 1.9261 0.8004  0.07
14 C 0.6233 -0.4718 0.5004  -0.47
15 H -1.1935 1.5908 0.9679  0.08
16 H 0.0892 2.9487 1.0644  0.23

Electronic energy (eV): -288385.757
LUMO level (eV): -8.42
E_HOMO (eV): -18.029
Energy relative to the best compared isomer or geometry (same formula, charge and spin) (kJ/mol): 0.0
Frontier orbital gap (eV): 9.61
SMILES string: [NH3+]C(Br)(Br)C(=O)C([NH3+])(Br)Br
Strongest force on any atom (eV/Å): 5.26
Charge: +2

# 4
Below is an isolated ion of composition C3H6BrN2O and charge +1, with properties calculated with the ωB97M-V functional and the def2-TZVPD basis.

Each line ends with the Löwdin charge.
Atoms and positions in Å:
1 H 0.0619 0.1849 -1.9702  0.17
2 C -0.1038 1.4394 1.0523  0.02
3 N -0.7884 -0.6117 0.6242  0.17
4 O -1.0631 -2.1458 -1.3552  0.16
5 C -0.8247 -2.0851 -0.2455  -0.76
6 Br -0.1797 -3.2524 1.1217  0.87
7 H -0.7135 1.0765 1.9647  0.15
8 N -0.1098 0.3006 0.2017  -0.23
9 H 1.2405 1.2264 -1.0657  0.11
10 C 0.6739 0.3303 -0.9956  0.03
11 H 1.3365 -0.4017 -1.1092  0.07
12 H 0.9157 1.6379 1.3299  0.11
13 H -0.4456 2.3008 0.4470  0.13

Electronic energy (eV): -78268.210
LUMO level (eV): -5.74
E_HOMO (eV): -15.487
Energy relative to the best compared isomer or geometry (same formula, charge and spin) (kJ/mol): 122.5
Frontier orbital gap (eV): 9.75
SMILES string: C[N+](C)=NC(=O)Br
Strongest force on any atom (eV/Å): 4.71
Charge: +1

# 5
Below is C3H6BrNO3 as an isolated structure, with properties calculated with the ωB97M-V functional and the def2-TZVPD basis.

Each line ends with the Löwdin charge.
Atoms and positions in Å:
1 C -0.0799 -1.4974 0.0909  -0.47
2 H -0.1675 -1.9702 1.0260  0.05
3 H -0.7552 -1.5714 -0.6867  0.05
4 Br 1.6388 -2.3263 -0.4480  0.65
5 N -1.6674 0.5698 0.5654  -0.32
6 H 0.4018 0.4240 -1.9241  0.14
7 H 1.6885 0.8299 -0.7908  0.04
8 O 0.6021 0.4336 1.4230  0.02
9 H 1.3838 0.9133 1.1333  0.11
10 C 0.0865 -0.0276 0.2370  -0.47
11 O -1.6962 1.3697 1.4265  0.11
12 C 0.6818 0.8553 -0.8768  -0.01
13 O -2.4996 0.1628 -0.2064  0.06
14 H 0.3827 1.8343 -0.9693  0.06

Electronic energy (eV): -80879.218
LUMO level (eV): 0.42
E_HOMO (eV): -9.794
Energy relative to the best compared isomer or geometry (same formula, charge and spin) (kJ/mol): 119.3
Frontier orbital gap (eV): 10.21
Strongest force on any atom (eV/Å): 6.14

# 6
Below is a 2-piece molecular cluster, C3H6BrNO4 overall, with properties calculated with the ωB97M-V functional and the def2-TZVPD basis.

Each line ends with the Löwdin charge.
Atoms and positions in Å:
1 N -0.4690 -1.7643 -0.1621  -0.37
2 H 1.1669 1.5654 -0.3481  0.07
3 O -0.6916 -1.9011 -1.3463  0.07
4 C -0.7661 0.7150 -0.4107  -0.61
5 H -0.1154 2.7302 -0.7565  0.08
6 C -0.4897 -0.4560 0.4158  -0.38
7 Br -2.6827 1.1604 0.0564  0.68
8 H 0.0945 2.1767 0.9173  0.08
9 H -0.0495 -1.3704 1.9526  0.16
10 H -0.7994 0.4331 -1.4651  0.10
11 O -0.2412 -0.4248 1.6766  0.14
12 H 2.7004 -1.4198 -0.7954  0.01
13 O -0.2306 -2.6549 0.6548  0.04
14 C 0.1481 1.8841 -0.1278  -0.11
15 O 2.4250 -0.6734 -0.2616  0.02

Electronic energy (eV): -82924.682
LUMO level (spin up / spin down) (eV): -1.51 / -2.59
E_HOMO (spin up / spin down) (eV): -10.665 / -8.525
Energy relative to the best compared isomer or geometry (same formula, charge and spin) (kJ/mol): 241.1
Frontier orbital gap (spin up / spin down) (eV): 9.15 / 5.93
Strongest force on any atom (eV/Å): 1.79

# 7
Below is the molecule C3H6BrO3P, with properties calculated with the ωB97M-V functional and the def2-TZVPD basis.

Each line ends with the Löwdin charge.
Atoms and positions in Å:
1 C -0.2966 1.0029 0.6104  -0.78
2 H -2.5326 -0.5799 -0.5243  0.01
3 H 0.6800 -1.8150 -0.4890  0.07
4 O 3.0565 -0.8259 0.7505  -0.23
5 C -1.0013 0.8796 -0.7059  -0.18
6 Br -1.1665 0.2749 2.0613  0.83
7 H 3.0702 -0.1504 0.0962  0.03
8 H -0.7314 1.5671 -1.5672  0.13
9 O 1.0302 0.3262 0.4216  -0.41
10 H -2.5532 0.2638 -1.9539  0.04
11 H -0.0217 2.0419 0.6719  0.10
12 P 1.5440 -0.9422 1.2996  0.66
13 O 0.9890 -2.1675 0.3743  -0.27
14 C -2.0666 0.1245 -1.0457  0.02

Electronic energy (eV): -88682.053
LUMO level (eV): 0.64
E_HOMO (eV): -9.349
Energy relative to the best compared isomer or geometry (same formula, charge and spin) (kJ/mol): 152.9
Frontier orbital gap (eV): 9.99
SMILES string: C=C[C@@H](Br)OP(O)O
Strongest force on any atom (eV/Å): 4.30

# 8
Below is a 3-piece molecular cluster, C3H6Cl2 overall, with properties calculated with the ωB97M-V functional and the def2-TZVPD basis.

Each line ends with the Löwdin charge.
Atoms and positions in Å:
1 Cl -0.9660 -1.7866 -0.3445  0.59
2 C -0.6396 0.8696 -0.8208  -0.18
3 Cl 2.2362 -0.9632 -0.5579  0.45
4 C -0.3407 -0.2674 0.3231  -0.90
5 H 1.0105 -1.2026 1.2721  -0.02
6 H 1.2766 0.3778 1.4434  0.10
7 H 0.3413 1.1205 -1.5270  0.07
8 C 0.9516 -0.3870 0.7688  -0.54
9 H -1.1323 -0.0248 1.1167  0.12
10 H -1.7492 0.1259 -1.4762  0.15
11 H -0.9885 2.1378 -0.1978  0.16

Electronic energy (eV): -28248.928
LUMO level (eV): 0.56
E_HOMO (eV): -10.702
Energy relative to the best compared isomer or geometry (same formula, charge and spin) (kJ/mol): 437.9
Frontier orbital gap (eV): 11.26
Strongest force on any atom (eV/Å): 7.67

# 9
Below is the molecule C3H6Cl2O, with properties calculated with the ωB97M-V functional and the def2-TZVPD basis.

Each line ends with the Löwdin charge.
Atoms and positions in Å:
1 H 0.3672 -1.9377 0.4128  0.17
2 H -1.6144 1.8199 -0.1470  0.11
3 C 0.8879 -0.8124 0.3667  -0.25
4 Cl 0.6634 1.4275 -1.2655  0.69
5 H 1.3808 -0.3979 1.2216  0.11
6 C -1.1071 0.9560 0.5603  -0.24
7 H -2.0179 0.3692 1.0619  0.10
8 C -0.1434 0.1692 -0.3475  -1.32
9 O 1.8499 -0.8782 -0.7132  -0.15
10 Cl -1.1207 -0.7998 -1.3594  0.70
11 H -0.4003 1.4278 1.4202  0.11
12 H 1.2546 -1.3436 -1.2109  -0.03

Electronic energy (eV): -30298.547
LUMO level (eV): 0.71
E_HOMO (eV): -10.379
Energy relative to the best compared isomer or geometry (same formula, charge and spin) (kJ/mol): 208.7
Frontier orbital gap (eV): 11.09
SMILES string: CC(Cl)(Cl)CO
Strongest force on any atom (eV/Å): 4.44